Molecular formula: C23H18Cl2N5O3ReS3
Method: DFT, ωB97M-V/def2-TZVPD

Last column: Löwdin spin population.
Atoms and positions in Å:
Re -0.68 -0.51 0.25  0.77
N -4.28 1.94 0.62  -0.01
C -3.06 1.35 0.67  -0.01
S -2.92 -0.19 -0.21  -0.01
N -2.15 1.89 1.40  0.00
N -0.92 1.20 1.37  -0.01
C 0.05 1.85 1.91  0.04
C 1.39 1.35 2.11  0.01
C 2.30 2.23 2.72  0.01
C 3.57 1.82 3.04  0.00
C 3.94 0.50 2.78  0.01
C 3.06 -0.38 2.20  0.00
C 1.77 0.03 1.84  0.01
O 0.99 -0.88 1.25  0.03
H -4.92 1.65 -0.09  0.00
H -4.35 2.89 0.96  0.00
H -0.19 2.85 2.27  0.00
H 1.99 3.25 2.93  0.00
H 4.27 2.51 3.50  0.00
H 4.94 0.16 3.04  0.00
H 3.33 -1.41 1.99  0.00
C -1.22 -0.89 3.84  0.00
C -1.40 -2.05 2.92  0.01
N -1.28 -2.04 1.61  0.01
C -1.51 -3.29 1.05  0.00
C -1.82 -4.24 1.95  0.00
S -1.82 -3.57 3.52  0.00
C -1.34 -3.41 -0.39  0.00
C -1.67 -4.44 -1.19  0.00
S -1.30 -4.06 -2.80  0.00
C -0.71 -2.53 -2.34  0.00
N -0.77 -2.32 -1.04  0.01
C -0.20 -1.58 -3.37  0.00
H -0.55 -0.16 3.41  0.00
H -0.80 -1.22 4.79  0.00
H -2.18 -0.41 4.03  0.00
H -2.02 -5.29 1.78  0.00
H -2.14 -5.38 -0.92  0.00
H -0.48 -1.91 -4.37  0.00
H 0.89 -1.51 -3.31  0.00
H -0.62 -0.59 -3.21  0.00
Cl 3.04 2.96 -5.56  0.00
C 2.18 2.28 -4.21  0.01
C 2.75 1.25 -3.49  0.00
C 2.05 0.70 -2.42  0.01
Cl 2.78 -0.60 -1.54  0.00
C 0.79 1.16 -2.06  0.00
O 0.11 0.66 -1.02  0.08
C 0.24 2.21 -2.80  0.01
C -1.09 2.82 -2.51  0.00
O -1.86 2.47 -1.65  0.00
C 0.94 2.76 -3.87  0.00
H 3.73 0.87 -3.74  0.00
H -1.35 3.65 -3.20  0.00
H 0.50 3.58 -4.42  0.00

Computed properties:
total charge = +1
calculated total energy = -3579.88251 Ha
expectation value of S² = 0.76
Kohn-Sham gap (alpha / beta) = 6.62 / 6.71 eV
multiplicity = 2

Molecular formula: C31H48N3O14
Method: DFT, ωB97M-V/def2-TZVPD

Last column: Löwdin charge in e.
Atoms and positions in Å:
N -1.22 -2.87 4.32  0.11
C -0.91 -1.75 3.82  -0.22
C -0.67 -1.60 2.34  -0.14
C -0.12 -2.87 1.66  -0.22
C 1.37 -2.65 1.26  -0.06
C 1.34 -2.58 -0.21  0.02
N 0.19 -2.79 -0.70  0.00
C -0.15 -2.64 -2.11  -0.14
O -0.37 -3.94 -2.61  -0.09
N 0.05 -4.15 -4.01  0.04
O -0.27 -3.29 -4.71  0.12
C -0.82 -3.16 0.31  -0.02
H -1.36 -2.81 5.32  0.06
H -0.77 -0.86 4.44  0.10
H 0.02 -0.78 2.18  0.09
H -1.62 -1.30 1.88  0.12
H -0.22 -3.75 2.29  0.13
H 2.10 -3.36 1.66  0.14
H 1.72 -1.67 1.57  0.12
H 2.19 -2.34 -0.84  0.17
H 0.69 -2.16 -2.62  0.14
H -1.04 -2.02 -2.18  0.15
H -1.09 -4.21 0.19  0.12
H -1.73 -2.58 0.14  0.14
O -2.70 -5.48 -0.71  0.09
C -2.69 -6.59 -1.17  -0.48
O -3.67 -7.47 -0.88  0.04
C -3.39 -8.76 -1.46  -0.14
C -2.42 -8.48 -2.60  -0.15
C -1.67 -7.26 -2.07  -0.08
H -2.94 -9.38 -0.68  0.13
H -4.33 -9.20 -1.77  0.13
H -1.78 -9.32 -2.84  0.11
H -2.97 -8.21 -3.50  0.12
H -0.80 -7.53 -1.46  0.14
H -1.34 -6.57 -2.84  0.10
O 0.94 0.20 -0.15  0.08
C 0.22 1.16 -0.07  -0.47
O -1.04 1.05 0.39  0.02
C -1.74 2.32 0.25  -0.12
C -0.63 3.37 0.20  -0.13
C 0.50 2.59 -0.47  -0.06
H -2.32 2.28 -0.68  0.13
H -2.41 2.42 1.09  0.13
H -0.94 4.26 -0.34  0.08
H -0.35 3.65 1.21  0.13
H 0.45 2.65 -1.56  0.14
H 1.50 2.88 -0.16  0.13
O 0.90 0.47 5.24  0.10
C 1.70 -0.12 5.92  -0.49
O 1.41 -0.50 7.18  0.03
C 2.56 -1.10 7.81  -0.14
C 3.44 -1.56 6.66  -0.15
C 3.12 -0.53 5.58  -0.07
H 3.04 -0.33 8.42  0.13
H 2.21 -1.90 8.45  0.13
H 4.49 -1.62 6.93  0.12
H 3.12 -2.55 6.32  0.12
H 3.75 0.36 5.65  0.13
H 3.17 -0.90 4.56  0.12
O 0.45 -8.66 -4.66  0.12
C 1.23 -8.18 -5.43  -0.49
O 2.05 -8.92 -6.20  0.03
C 2.95 -8.07 -6.95  -0.14
C 2.25 -6.71 -7.01  -0.15
C 1.48 -6.70 -5.69  -0.09
H 3.90 -8.03 -6.41  0.13
H 3.11 -8.53 -7.92  0.13
H 2.95 -5.88 -7.13  0.12
H 1.55 -6.69 -7.84  0.12
H 2.07 -6.32 -4.86  0.13
H 0.53 -6.17 -5.73  0.10
O -1.73 5.86 -1.61  0.10
C -2.12 6.83 -1.01  -0.48
O -1.83 7.01 0.30  0.02
C -2.50 8.19 0.80  -0.13
C -2.77 9.04 -0.44  -0.14
C -2.96 7.98 -1.52  -0.06
H -3.42 7.88 1.29  0.13
H -1.85 8.67 1.53  0.12
H -3.61 9.72 -0.31  0.13
H -1.89 9.64 -0.67  0.10
H -4.00 7.63 -1.58  0.13
H -2.63 8.27 -2.51  0.13
O -0.86 12.05 -0.29  0.12
C -0.01 11.53 0.37  -0.50
O -0.21 11.20 1.67  0.01
C 1.00 10.66 2.24  -0.15
C 1.80 10.14 1.06  -0.15
C 1.39 11.11 -0.05  -0.07
H 1.51 11.46 2.77  0.13
H 0.71 9.89 2.96  0.12
H 2.87 10.11 1.25  0.12
H 1.47 9.13 0.80  0.11
H 2.01 12.00 -0.07  0.13
H 1.37 10.67 -1.04  0.13

Computed properties:
total charge = +1
calculated total energy = -2427.41697 Ha
Kohn-Sham gap = 8.55 eV
multiplicity = 1

Molecular formula: C5H8O
Method: DFT, ωB97M-V/def2-TZVPD

Last column: Löwdin charge in e.
Atoms and positions in Å:
C -0.38 1.66 0.10  -0.04
C 0.75 0.63 -0.06  -0.27
O 0.77 0.03 1.27  -0.08
C 0.34 -1.19 0.71  -0.26
C -0.81 -1.23 -0.29  -0.06
C 0.55 -0.77 -0.71  -0.15
H 0.05 2.66 0.22  0.07
H -0.90 1.43 1.04  0.09
H -1.12 1.69 -0.70  0.08
H 1.72 1.07 -0.34  0.14
H 0.57 -2.07 1.28  0.14
H -1.06 -2.25 -0.54  0.11
H -1.64 -0.53 -0.39  0.09
H 1.20 -1.22 -1.45  0.13

Computed properties:
calculated total energy = -270.45203 Ha
Kohn-Sham gap = 10.11 eV
multiplicity = 1

Molecular formula: C3H6N2O
Method: DFT, ωB97M-V/def2-TZVPD

Last column: Löwdin charge in e.
Atoms and positions in Å:
O 2.58 -0.27 -0.21  0.06
C 1.37 -0.11 -0.23  -0.55
N 0.61 1.05 -0.37  0.06
C -0.79 0.81 -0.07  -0.17
C -0.81 -0.65 0.41  -0.18
N 0.45 -1.13 -0.07  0.05
H 0.85 1.86 -0.91  0.14
H -1.43 0.96 -0.95  0.12
H -1.08 1.42 0.80  0.11
H -0.86 -0.68 1.50  0.11
H -1.67 -1.21 0.02  0.11
H 0.81 -2.06 0.08  0.14

Computed properties:
calculated total energy = -302.68240 Ha
SMILES string = O=C1NCCN1
Kohn-Sham gap = 10.17 eV
multiplicity = 1

Molecular formula: C6H12
Method: DFT, ωB97M-V/def2-TZVPD

Last column: Löwdin charge in e.
Atoms and positions in Å:
C -0.34 -2.15 0.26  0.03
C -0.31 -0.82 0.36  -0.33
C -1.44 0.18 0.03  -0.20
C -1.13 1.04 -1.28  -0.13
C 0.91 -0.14 1.03  -0.23
C 1.84 0.79 0.20  -0.11
H 0.42 -2.78 0.68  0.04
H -1.21 -2.76 -0.14  0.07
H -2.48 -0.30 -0.15  0.13
H -1.53 0.90 0.88  0.10
H -1.05 0.23 -2.16  0.11
H -1.91 1.79 -1.52  0.06
H -0.17 1.62 -1.45  0.05
H 1.56 -0.98 1.46  0.12
H 0.58 0.39 1.90  0.08
H 1.25 1.65 -0.25  0.05
H 2.73 1.16 0.82  0.09
H 2.27 0.19 -0.65  0.08

Computed properties:
calculated total energy = -235.75556 Ha
SMILES string = C=C(CC)CC
Kohn-Sham gap = 10.45 eV
multiplicity = 1